No. 1
# C20H21MoN3OSSi

C20H21MoN3OSSi as an isolated structure (the ωB97M-V functional and the def2-TZVPD basis, the OMol25 dataset).

Multiplicity: 2
Net charge: +1
Gap between HOMO and LUMO (alpha / beta) (eV): 7.88 / 6.83

XYZ file:
```
48
Properties=species:S:1:pos:R:3:forces:R:3:mulliken_charge:R:1
C 0.49592 -4.90421 -0.66368 -0.003 0.026 -0.028 -0.4572
H -2.13352 3.36243 0.46063 -0.010 -0.031 0.049 0.3503
H -1.05317 0.10670 4.78798 -0.143 0.048 -0.028 0.3128
C 2.43588 3.47321 0.91953 -0.023 -0.044 0.006 0.7134
H -0.58003 2.81369 -1.84070 0.016 -0.025 -0.036 0.3338
C 3.87152 2.82629 -0.87445 0.028 0.149 -0.016 -0.2081
H -3.76773 -4.07895 -0.58097 0.001 0.021 -0.002 0.4124
C -0.26283 0.46025 2.83346 -0.488 -0.079 0.270 0.0679
C 1.06307 -2.61049 -1.10898 0.058 -0.014 -0.096 -0.1870
C -3.38066 -2.37439 0.66854 0.004 0.004 -0.040 -0.7781
H 2.79327 5.40836 1.73505 0.016 -0.007 -0.015 0.4247
C 4.54501 4.01073 -0.81393 0.056 -0.023 -0.033 -0.7223
C 0.20016 -3.25426 1.05903 -0.037 -0.057 0.097 -0.1742
H -0.26552 -5.32839 1.29880 0.007 0.016 -0.017 0.3981
H -0.14059 1.19394 -2.40407 -0.029 0.017 -0.009 0.3047
H -1.81418 1.75805 -2.54701 0.056 0.042 -0.002 0.4090
H -2.72842 -3.06315 -2.58123 0.001 0.005 0.012 0.4250
H 1.42109 -1.83074 -1.76924 -0.004 -0.021 -0.002 0.4540
N 2.84806 2.60059 -0.02327 -0.243 -0.276 -0.061 0.4337
Mo 0.79274 0.72549 1.05067 0.387 -0.580 -0.487 0.8909
C 0.67971 -2.28332 0.18789 -0.177 0.565 0.203 0.1833
H 4.08105 2.02150 -1.56110 -0.025 -0.020 0.012 0.4462
Si -1.35956 1.12446 -0.23714 -0.124 -0.206 0.234 0.7720
O 2.22850 1.41643 -0.14582 0.418 0.283 -0.219 -0.8333
H -3.84856 -2.81033 1.54292 0.011 0.007 -0.015 0.4227
H -1.74765 -0.81543 -2.46110 -0.019 -0.012 0.016 0.3739
C -2.22816 -0.51381 -0.38287 0.008 -0.197 0.020 0.2992
C -2.20569 -1.24017 -1.57390 -0.001 -0.101 0.020 -0.1019
C 0.97417 -3.92652 -1.52898 -0.005 -0.001 0.031 -0.6594
N 0.73405 -0.93948 0.58806 0.090 -0.171 -0.126 -0.6192
C -2.75643 -2.51602 -1.64722 0.025 0.052 0.022 -0.7115
C 0.10990 -4.56717 0.62727 0.009 0.031 0.008 -0.7141
C -3.34028 -3.08567 -0.52595 0.012 0.036 0.018 -0.4782
H -2.87187 -0.56327 1.67571 0.001 -0.003 -0.029 0.3363
H 5.36594 4.18640 -1.49310 -0.019 0.016 0.013 0.4170
C -2.42551 2.33621 0.69604 -0.122 0.172 0.070 -1.0816
H 0.41947 -5.93053 -0.99872 0.014 0.022 0.010 0.4195
H -0.10548 -2.96985 2.05815 0.003 -0.023 -0.026 0.3764
C -2.82593 -1.10563 0.73477 -0.073 0.000 0.004 -0.2106
N -0.81014 0.30327 3.83542 0.142 -0.079 0.284 -0.0333
H 4.67490 5.90818 0.19586 -0.010 -0.018 0.009 0.4071
C 3.11392 4.69575 0.98885 -0.014 0.025 0.037 -0.8243
C -0.92120 1.77878 -1.91408 0.114 0.110 -0.257 -1.1949
H 1.27294 -4.19007 -2.53521 -0.008 0.004 0.020 0.3964
S 1.13536 3.01926 1.95846 0.104 0.202 0.068 -0.3753
C 4.15508 4.96152 0.13431 0.006 0.081 0.010 -0.0936
H -3.46786 2.19315 0.39634 0.032 0.061 0.008 0.3768
H -2.37074 2.21727 1.77895 -0.042 -0.006 -0.007 0.3002
```
Forces are in eV/Å.

No. 2
# C27H26F6IrN8O4S2Se

C27H26F6IrN8O4S2Se as an isolated structure at a distorted geometry (the ωB97M-V functional and the def2-TZVPD basis, the OMol25 dataset).

Multiplicity: 6
Net charge: +2
Gap between HOMO and LUMO (alpha / beta) (eV): 8.16 / 4.78

XYZ file:
```
75
Properties=species:S:1:pos:R:3:forces:R:3:mulliken_charge:R:1
O 0.18106 -2.59687 -1.44164 -0.087 -0.002 0.079 -0.7804
C 2.89675 -0.17782 2.82127 0.072 0.052 -0.088 -0.0240
N -0.75870 1.13458 1.11669 -0.005 -0.398 -0.358 0.1098
C 3.05203 0.36727 -2.79757 -0.153 0.188 -0.090 -0.3195
H -3.12173 6.55681 -0.62242 -0.005 -0.016 -0.005 0.3167
H 4.38716 2.45601 -1.21096 0.012 -0.063 -0.022 0.3122
H -4.58050 1.41057 -1.69582 0.043 0.072 0.039 0.5912
C 0.00006 -5.21253 -1.56532 -0.008 0.183 0.166 0.5744
C 3.78538 -0.43481 1.80820 0.012 0.012 -0.049 -1.6293
H 5.10968 -1.67886 -4.21616 -0.062 -0.021 -0.010 0.4697
N -2.50910 1.24201 -1.24601 -0.286 -0.044 0.053 0.0499
O -0.23545 -2.22336 1.43271 0.092 -0.085 0.098 -0.7469
C -3.64196 0.93056 -1.91409 0.029 -0.134 -0.002 -0.1394
S -0.90690 -3.59653 -1.46177 0.102 -0.271 -0.172 1.2019
C -1.77755 0.59250 4.60791 0.047 -0.104 0.162 -1.2033
H -1.27630 0.06506 7.19907 0.039 0.017 0.018 0.4095
C -1.98086 -0.29763 -2.64645 -0.242 0.083 -0.052 -0.4329
C 0.45884 0.15145 2.99997 -0.280 0.031 -0.061 0.1547
H -4.62609 5.64492 -0.69999 -0.011 -0.007 0.016 0.3946
C 4.65060 -0.83557 -3.73015 0.069 -0.019 0.026 -0.3147
H 6.19037 0.73135 -3.48241 -0.016 0.038 0.042 0.4948
H -1.12693 -1.56669 6.56735 0.010 0.016 0.016 0.3111
F -2.19695 -4.45180 2.61931 0.020 0.004 0.001 -0.1755
H -4.00828 -0.54737 -3.50901 -0.029 -0.002 0.044 0.4760
C 5.18659 0.36033 -3.36848 0.033 -0.006 -0.046 -0.3715
F -3.80291 -3.07045 2.16131 -0.014 -0.045 -0.026 -0.1871
C -3.75301 5.84666 -0.08253 0.024 0.075 -0.044 -1.5911
N 1.66632 -0.03331 2.27378 0.216 0.106 0.142 0.3698
H -1.35685 -1.01396 -3.15321 0.057 -0.030 0.047 0.5825
F 0.45208 -5.36029 -2.80150 0.046 0.046 -0.064 -0.1891
C -1.78737 0.98860 3.29728 0.086 0.019 -0.190 0.1509
C 3.00873 -0.42204 0.64955 0.032 0.086 0.098 -0.3596
N -1.60561 -3.74720 -0.05679 -0.045 0.149 -0.056 -0.5268
C -2.13945 4.53359 1.33364 -0.060 0.062 -0.058 -0.9947
H -2.65232 0.74346 5.22782 -0.019 0.017 -0.046 0.4554
C -0.67657 0.78741 2.43894 0.016 0.144 0.387 0.7605
C 0.43657 -0.26284 4.32071 0.055 -0.042 -0.017 -0.6799
H 4.84447 -0.60144 1.89397 -0.011 0.008 0.023 0.4728
N 4.18289 1.10020 -2.80868 -0.054 -0.100 -0.088 0.2330
H 3.31292 -0.59582 -0.36883 -0.044 -0.036 -0.005 0.6735
H 1.59342 -1.54368 -4.27718 0.031 -0.009 -0.002 0.3131
F -0.80007 -6.20652 -1.25020 -0.007 -0.003 -0.024 -0.1786
C -3.04415 3.48903 -0.61341 0.005 -0.002 -0.065 -0.4965
C -0.66162 -0.05351 5.14852 -0.050 0.068 -0.135 0.2255
H -3.66107 3.53940 -1.50172 -0.003 -0.034 -0.002 0.6125
H 3.43923 3.04174 -2.59157 0.019 -0.035 -0.043 0.3780
O -2.28213 -1.36340 0.47012 -0.095 -0.017 0.035 -0.7037
C -2.98369 4.60007 0.22166 0.088 -0.051 0.118 0.2771
C -2.51089 -3.19544 2.38822 0.019 -0.060 -0.044 0.3394
S -1.56794 -2.54773 0.93030 -0.415 -0.675 0.501 0.8910
Ir -0.09002 -0.55174 -0.30032 0.648 1.752 -0.404 2.6538
N -1.47998 0.49091 -1.68882 0.217 -0.213 -0.107 0.0140
C -3.34350 -0.06113 -2.81740 0.107 0.014 -0.093 -1.4406
H 0.32809 -0.66019 6.96244 0.001 0.036 0.014 0.4012
F 1.02516 -5.15702 -0.72025 -0.051 -0.116 -0.036 -0.2000
H 5.20306 2.91329 -2.71770 0.005 -0.048 -0.041 0.3211
H 3.07295 -0.05245 3.87420 -0.069 -0.010 0.014 0.5487
H -4.07215 6.33750 0.83561 -0.041 -0.010 -0.010 0.4026
H 2.88430 -2.73303 -4.05660 0.077 0.035 0.006 0.3100
H -2.68332 1.41824 2.87138 -0.002 0.024 -0.003 0.6363
C 2.37130 -1.89246 -3.59958 -0.195 -0.147 -0.053 -0.7546
C -1.49728 2.24559 0.78265 -0.041 0.274 0.138 0.0420
N 1.73808 -0.15445 0.93264 -0.186 -0.510 -0.201 -0.2206
H 1.28654 -0.79225 4.72892 0.012 -0.002 -0.023 0.5730
H 1.91844 -2.20728 -2.66267 0.038 0.040 -0.004 0.2807
C -2.32558 2.33152 -0.35808 0.152 0.111 0.107 -0.1644
C 4.31069 2.45973 -2.29743 -0.010 0.244 0.153 -0.8581
C -1.41801 3.39736 1.60043 0.031 -0.156 -0.056 -0.1498
H -0.74163 3.37051 2.44417 -0.021 -0.001 0.024 0.6157
H -2.04732 5.39220 1.98677 0.010 -0.004 -0.005 0.4561
O -1.79436 -3.50208 -2.57028 -0.083 -0.111 0.024 -0.6930
C -0.67541 -0.57062 6.55105 -0.051 -0.102 0.018 -1.6035
N 3.33433 -0.82093 -3.36229 0.102 0.083 0.103 0.2499
F -2.16148 -2.44163 3.42630 -0.043 0.017 -0.010 -0.1063
Se 1.36831 0.96444 -2.19727 0.119 -0.363 0.195 0.1291
```
Forces are in eV/Å.

No. 3
# C13H34ClF3N13O9

A 7-piece molecular cluster, C13H34ClF3N13O9 overall at a distorted geometry (the ωB97M-V functional and the def2-TZVPD basis, the OMol25 dataset).

Net charge: -1
Gap between HOMO and LUMO (eV): 7.46

XYZ file:
```
73
Properties=species:S:1:pos:R:3:forces:R:3:mulliken_charge:R:1
O -3.16791 -0.16472 -4.43432 0.236 -0.133 -0.146 -0.6446
N -3.66482 1.41671 7.74405 0.054 0.039 0.038 -0.4108
H -3.20378 1.43403 -6.33759 0.059 -0.005 -0.012 0.2131
H 2.37576 -5.47005 -1.48978 -0.051 0.028 0.005 0.2259
C -3.89104 0.80917 -4.52732 -0.317 0.344 0.037 0.7163
C 1.78159 -2.70558 3.33710 0.098 -0.588 -0.675 -0.9036
H 5.26300 -2.64750 -1.33861 -0.027 0.039 0.030 0.2301
F 1.81499 -4.35956 5.01150 0.747 -1.161 0.420 -0.3525
C -2.33857 1.20005 7.46588 -0.035 -0.122 0.060 0.6373
H 2.69056 6.75073 -3.93093 0.054 0.011 -0.016 0.1897
H 1.06242 -1.17989 -0.16411 -0.057 -0.225 -0.156 0.2336
H 2.64532 -1.97018 -3.19602 0.080 0.088 0.060 0.0820
C 3.67692 -3.91860 -1.32625 0.048 -0.111 0.000 0.6681
C 0.96342 -1.24193 -4.09421 0.547 -0.148 0.256 0.6071
H 0.89362 1.83409 3.98137 0.220 0.431 -0.172 0.2910
C 1.11521 -3.34497 4.52137 0.132 1.151 -0.227 0.8774
O -1.79397 1.66899 6.48757 -0.035 0.108 0.063 -0.6235
O 1.54015 -0.65019 -5.00488 -0.156 -0.162 0.149 -0.7243
N 0.84413 -0.68965 0.69196 0.087 0.781 0.356 -0.3057
Cl 2.40126 -0.19030 1.30955 0.336 0.122 -0.034 -0.1955
H 1.76401 -2.93703 1.24133 0.393 -0.033 -0.442 -0.1461
O -1.03635 -1.89670 -0.42687 0.328 0.788 -2.734 -0.6249
H 1.24488 0.16248 4.35300 0.311 -0.283 0.044 0.1672
H 1.19781 -2.42551 -2.37375 -0.024 0.064 0.158 0.1643
H -1.56896 -0.85330 2.59592 -0.542 -0.117 -0.108 0.3176
H 3.96263 -5.86635 -2.04711 0.034 0.016 -0.028 0.1491
F -0.09978 -3.78635 4.29398 -1.166 -0.592 -0.318 -0.2553
O -0.77038 3.58127 -2.66841 0.036 -0.126 0.042 -0.7635
H -0.10487 1.61806 -0.23254 0.061 0.036 -0.054 0.1879
H 1.34785 5.73196 -3.53072 -0.031 -0.041 -0.084 0.1974
H -0.27935 0.90032 4.85374 -0.230 -0.128 0.201 0.2728
H 2.04702 -1.69248 3.55666 -0.052 0.570 0.274 0.2921
N -0.38193 -1.25458 -3.95186 -0.277 -0.192 -0.094 -0.2452
H -2.10316 0.01353 9.18151 -0.044 -0.025 -0.012 0.1583
H -1.63356 1.36255 -3.38889 0.049 -0.115 -0.093 -0.0488
C -0.72050 2.52852 -2.01788 0.128 0.135 0.154 0.5517
N -3.85745 1.65102 -5.61015 -0.021 -0.178 0.074 -0.4142
H -0.51706 6.61628 -6.37058 0.024 0.034 -0.056 0.1854
H 5.65533 -4.21176 -1.95999 -0.013 -0.035 -0.026 0.1451
H 0.41437 -3.69028 1.97769 -0.338 -0.371 0.250 0.8200
O -1.74532 -2.95910 1.35058 -0.742 -0.934 1.151 -0.7940
H 2.71771 -3.22266 3.20903 0.477 -0.256 0.052 0.4253
H 0.21452 3.31775 -0.40323 0.021 0.027 0.032 0.1768
N -1.21760 1.35773 -2.47945 -0.160 -0.239 0.269 -0.0555
C -0.97926 -2.21363 0.75296 -0.180 -0.077 0.631 -0.0665
C -0.50647 -0.85058 2.75558 -0.054 1.014 -0.073 -1.2912
C 1.03010 -2.81025 2.01459 0.086 0.549 0.149 -1.0613
N -0.04346 6.32361 -5.53952 -0.188 -0.073 0.072 -0.3418
H -0.48821 5.66333 -4.92379 0.084 -0.030 -0.005 0.2051
C 1.19342 6.84736 -5.29848 0.057 -0.095 0.107 0.5744
C 0.16381 -1.60219 1.60336 0.099 -0.619 -0.332 2.1633
H -4.81982 0.54524 -2.74388 0.073 0.019 0.041 0.2310
F 0.99868 -2.46639 5.53306 -0.001 0.634 0.874 -0.3097
N 1.78064 6.39669 -4.14940 -0.037 0.043 0.047 -0.3397
O 1.73083 7.65050 -6.04761 -0.044 -0.032 0.052 -0.6702
N -4.78659 1.14041 -3.55113 -0.037 -0.141 -0.111 -0.4055
H -0.34987 -1.30525 3.72005 0.170 -0.364 0.296 0.4092
N -1.67357 0.41331 8.37073 -0.017 0.106 0.014 -0.3798
O -0.11195 0.52134 2.82540 0.125 -0.238 -0.041 -0.3407
N 1.64866 -1.94786 -3.13193 -0.327 0.167 -0.486 -0.1687
H -1.19012 0.48146 -1.96208 0.093 0.402 -0.160 0.1922
H -0.86192 -1.73164 -3.20271 0.128 0.122 0.014 0.1984
H -4.43822 2.46098 -5.70121 0.006 0.044 0.064 0.1498
N 3.32730 -5.20027 -1.65409 0.020 0.022 0.050 -0.4024
H -4.13450 1.03784 8.54253 0.014 -0.045 0.012 0.1498
H -4.17854 1.98483 7.09873 0.001 -0.001 -0.060 0.2199
O 2.88295 -3.12828 -0.85356 0.020 -0.018 0.041 -0.6129
H -0.92218 -0.74565 -4.62522 -0.163 -0.010 0.044 0.1226
H -5.38782 1.93905 -3.59596 0.039 0.068 -0.003 0.1515
N -0.15995 2.46933 -0.77788 -0.050 -0.142 0.037 -0.2950
N 4.98262 -3.58195 -1.56926 -0.017 0.006 -0.001 -0.4406
H -0.70445 0.23182 8.19185 0.022 -0.037 -0.061 0.2236
C 0.45976 0.85080 4.06055 -0.166 0.235 0.101 -0.5399
```
Forces are in eV/Å.

For each record above, in turn, the calculated E_tot values are -1769.8753 -5684.1581 -2664.8518 hartree.
For each record above, in turn, the calculated energy above the lowest of the compared OMol25 structures with the same formula, charge and spin values are 4.3 3.8 13.2 kcal/mol.